No. 1
# CH4O3

2 unconnected molecules or ions with the total composition CH4O3 in a non-equilibrium geometry (ωB97M-V/def2-TZVPD, OMol25).

Output
- Kohn-Sham gap (eV) = 10.73
- structure (SMILES) = O=CO.O
- ΔE to the lowest compared entry with this formula, charge and spin (kJ/mol) = 173.1

Last columns: bonded neighbours and bond lengths (Å).
CARTESIAN COORDINATES (ANGSTROEM)
1 C 0.907 0.331 0.377  O2 1.330, O3 1.199, H5 1.090
2 O 1.559 1.017 1.313  C1 1.330, H6 0.967
3 O 0.710 -0.841 0.222  C1 1.199
4 O -1.359 -0.588 -0.972  H7 1.169, H8 1.068
5 H 0.508 1.020 -0.367  C1 1.090
6 H 1.897 0.478 2.042  O2 0.967
7 H -2.414 -1.010 -0.691  O4 1.169
8 H -1.807 -0.407 -1.924  O4 1.068

***

No. 2
# C15H31NO6S

3 unconnected molecules or ions with the total composition C15H31NO6S in a non-equilibrium geometry (ωB97M-V/def2-TZVPD, OMol25).

Output
- Kohn-Sham gap (eV) = 9.51
- structure (SMILES) = NCCCCC[C@@H](S)OC=O.CCOC(C)=O.CCOC(C)=O

Last columns: bonded neighbours and bond lengths (Å).
CARTESIAN COORDINATES (ANGSTROEM)
1 N 4.403 0.261 -1.432  C2 1.477, H12 1.009, H13 1.010
2 C 3.794 -1.010 -0.989  N1 1.477, C3 1.522, H14 1.087, H15 1.087
3 C 2.289 -1.003 -1.217  C2 1.522, C4 1.533, H16 1.089, H17 1.086
4 C 1.737 -2.432 -1.254  C3 1.533, C5 1.521, H18 1.090, H19 1.088
5 C 0.325 -2.579 -0.709  C4 1.521, C6 1.534, H20 1.089, H21 1.090
6 C -0.690 -1.623 -1.347  C5 1.534, C7 1.529, H22 1.087, H23 1.084
7 C -1.930 -1.519 -0.458  C6 1.529, S8 1.835, O9 1.424, H24 1.083
8 S -1.719 -0.277 0.876  C7 1.835, H25 1.336
9 O -3.120 -1.291 -1.205  C7 1.424, C10 1.365
10 C -3.229 -0.063 -1.791  O9 1.365, O11 1.216, H26 1.097
11 O -3.728 0.905 -1.250  C10 1.216
12 H 5.362 0.103 -1.699  N1 1.009
13 H 4.442 0.907 -0.656  N1 1.010
14 H 4.017 -1.181 0.061  C2 1.087
15 H 4.245 -1.803 -1.580  C2 1.087
16 H 1.796 -0.452 -0.417  C3 1.089
17 H 2.106 -0.491 -2.157  C3 1.086
18 H 2.396 -3.057 -0.651  C4 1.090
19 H 1.787 -2.842 -2.261  C4 1.088
20 H 0.318 -2.445 0.372  C5 1.089
21 H -0.022 -3.597 -0.887  C5 1.090
22 H -0.994 -2.037 -2.305  C6 1.087
23 H -0.237 -0.645 -1.463  C6 1.084
24 H -2.082 -2.473 0.032  C7 1.083
25 H -1.266 -1.119 1.810  S8 1.336
26 H -2.867 -0.021 -2.826  C10 1.097
27 O -9.952 1.276 0.989  C28 1.198
28 C -9.204 1.373 0.058  O27 1.198, O29 1.344, C32 1.512
29 O -7.896 1.569 0.293  C28 1.344, C30 1.433
30 C -6.902 1.520 -0.737  O29 1.433, C31 1.514, H33 1.091, H34 1.086
31 C -6.741 2.856 -1.430  C30 1.514, H35 1.091, H36 1.090, H37 1.090
32 C -9.704 1.343 -1.370  C28 1.512, H38 1.089, H39 1.086, H40 1.087
33 H -7.117 0.714 -1.440  C30 1.091
34 H -5.978 1.256 -0.230  C30 1.086
35 H -7.654 3.158 -1.945  C31 1.091
36 H -5.933 2.805 -2.160  C31 1.090
37 H -6.502 3.629 -0.700  C31 1.090
38 H -9.987 2.354 -1.659  C32 1.089
39 H -10.587 0.712 -1.404  C32 1.086
40 H -8.984 0.957 -2.086  C32 1.087
41 O 5.441 -1.733 1.840  C42 1.198
42 C 6.019 -0.857 2.418  O41 1.198, O43 1.347, C46 1.510
43 O 5.773 0.417 2.058  C42 1.347, C44 1.431
44 C 6.271 1.543 2.787  O43 1.431, C45 1.514, H47 1.090, H48 1.088
45 C 7.663 1.937 2.342  C44 1.514, H49 1.090, H50 1.090, H51 1.090
46 C 7.057 -1.145 3.477  C42 1.510, H52 1.089, H53 1.086, H54 1.087
47 H 6.217 1.360 3.861  C44 1.090
48 H 5.569 2.346 2.569  C44 1.088
49 H 8.387 1.147 2.539  C45 1.090
50 H 7.987 2.837 2.864  C45 1.090
51 H 7.673 2.134 1.270  C45 1.090
52 H 8.021 -1.283 2.989  C46 1.089
53 H 6.783 -2.071 3.974  C46 1.086
54 H 7.149 -0.370 4.234  C46 1.087